# 1
Formula: C21H30F2N3O9PS
Source: OMol25
Level of theory: the ωB97M-V functional and the def2-TZVPD basis

**Kohn-Sham gap**: 0.3364 Eh
**SMILES**: CCOP(=O)(CCN(C[C@H](C)F)S(=O)(=O)F)OCC.O=[N+]([O-])c1ccccc1.O=[N+]([O-])c1ccccc1
**Calculated total energy**: -2598.79976 a.u.
**HOMO**: -0.3616 hartree

Geometry (Å):
C (-3.514, 0.701, 0.489)
C (-2.573, -0.381, 1.012)
O (-1.472, -0.643, 0.107)
P (-0.278, 0.385, -0.017)
O (-0.044, 1.286, 1.123)
C (1.141, -0.686, -0.409)
C (2.205, -0.694, 0.700)
N (2.321, -1.934, 1.523)
C (3.345, -1.749, 2.567)
C (2.972, -0.807, 3.719)
C (4.086, 0.134, 4.156)
F (2.615, -1.618, 4.806)
S (0.907, -2.626, 1.982)
O (0.102, -1.772, 2.782)
O (0.341, -3.341, 0.894)
F (1.508, -3.704, 2.938)
O (-0.613, 1.138, -1.383)
C (-0.192, 2.504, -1.584)
C (1.309, 2.640, -1.751)
H (-3.817, 1.373, 1.292)
H (-4.408, 0.273, 0.037)
H (-3.016, 1.305, -0.268)
H (-2.148, -0.116, 1.978)
H (-3.071, -1.343, 1.105)
H (0.798, -1.689, -0.651)
H (1.581, -0.285, -1.322)
H (3.193, -0.591, 0.251)
H (2.036, 0.166, 1.355)
H (3.611, -2.719, 2.983)
H (4.216, -1.371, 2.031)
H (2.068, -0.255, 3.460)
H (5.036, -0.090, 3.668)
H (3.827, 1.170, 3.941)
H (4.230, 0.039, 5.232)
H (-0.721, 2.826, -2.480)
H (-0.537, 3.101, -0.740)
H (1.699, 1.847, -2.393)
H (1.545, 3.592, -2.232)
H (1.821, 2.612, -0.788)
O (-4.365, -8.874, -1.942)
N (-3.586, -7.942, -1.929)
O (-3.363, -7.218, -2.878)
C (-2.959, -7.592, -0.639)
C (-3.227, -8.383, 0.463)
C (-2.633, -8.049, 1.670)
C (-1.794, -6.945, 1.752)
C (-1.541, -6.165, 0.632)
C (-2.128, -6.488, -0.582)
H (-3.883, -9.235, 0.367)
H (-2.827, -8.653, 2.546)
H (-1.334, -6.689, 2.698)
H (-0.890, -5.305, 0.702)
H (-1.952, -5.901, -1.471)
O (1.403, 6.011, -0.492)
N (0.341, 6.156, -1.062)
O (-0.704, 5.639, -0.721)
C (0.322, 7.004, -2.271)
C (1.506, 7.578, -2.697)
C (1.480, 8.367, -3.836)
C (0.288, 8.567, -4.519)
C (-0.887, 7.980, -4.069)
C (-0.878, 7.187, -2.933)
H (2.417, 7.405, -2.143)
H (2.394, 8.827, -4.188)
H (0.275, 9.185, -5.407)
H (-1.814, 8.138, -4.603)
H (-1.776, 6.718, -2.559)

---

# 2
Formula: C4H8N3
Source: OMol25
Level of theory: the ωB97M-V functional and the def2-TZVPD basis

**Kohn-Sham gap**: 0.3234 Eh
**SMILES**: C=C=[N+]1CCNN1
**Energy above the lowest of the compared OMol25 structures with the same formula, charge and spin**: 152.65 kcal/mol
**Total charge**: +1
**Calculated total energy**: -321.04805 a.u.
**HOMO**: -0.4743 hartree

Geometry (Å):
C (-2.948, 0.096, 0.020)
C (-1.722, 0.221, -0.105)
N (-0.451, 0.267, 0.062)
C (0.412, -1.031, 0.223)
C (1.857, -0.611, 0.009)
N (1.808, 0.920, -0.024)
N (0.573, 1.293, 0.317)
H (-3.507, 0.125, -0.965)
H (-3.545, 0.183, 0.950)
H (-0.075, -1.695, -0.505)
H (0.276, -1.406, 1.174)
H (2.549, -1.035, 0.804)
H (2.253, -0.935, -0.987)
H (2.241, 1.323, -0.976)
H (0.279, 2.287, 0.004)

---

# 3
Formula: C18H40N3O5PS
Source: OMol25
Level of theory: the ωB97M-V functional and the def2-TZVPD basis

**Kohn-Sham gap**: 0.2897 Eh
**SMILES**: O=C(O)C[C@@H]1C[C@@H](P(O)(O)=S)NC1=O.CCN(CC)CC.CCN(CC)CC
**Energy above the lowest of the compared OMol25 structures with the same formula, charge and spin**: 0.00 kcal/mol
**Calculated total energy**: -1989.92073 a.u.
**HOMO**: -0.2932 hartree

Geometry (Å):
O (4.059, 1.776, 1.411)
C (3.907, 1.410, 0.264)
O (3.678, 0.107, -0.001)
C (3.921, 2.370, -0.893)
C (2.561, 3.101, -1.094)
C (1.287, 2.348, -0.784)
C (1.237, 1.371, -1.935)
P (-0.333, 0.521, -2.187)
O (-0.517, -0.391, -0.896)
O (-0.070, -0.509, -3.380)
S (-1.816, 1.692, -2.514)
N (1.748, 2.081, -3.113)
C (2.390, 3.251, -2.616)
O (2.722, 4.196, -3.290)
H (3.834, -0.076, -0.929)
H (4.233, 1.885, -1.807)
H (4.655, 3.118, -0.670)
H (2.654, 4.105, -0.725)
H (0.501, 3.087, -0.863)
H (1.167, 1.931, 0.205)
H (1.994, 0.626, -1.711)
H (-0.061, -0.020, -0.138)
H (0.826, -0.376, -3.704)
H (0.974, 2.428, -3.684)
C (5.638, -4.974, 0.765)
C (4.500, -3.975, 0.625)
N (3.407, -4.464, -0.194)
C (2.456, -3.431, -0.553)
C (1.645, -2.766, 0.566)
C (2.839, -5.738, 0.210)
C (2.265, -5.854, 1.630)
H (6.010, -5.281, -0.213)
H (6.462, -4.516, 1.314)
H (5.339, -5.865, 1.317)
H (4.896, -3.076, 0.146)
H (4.171, -3.670, 1.631)
H (1.766, -3.840, -1.296)
H (3.016, -2.648, -1.079)
H (0.848, -3.410, 0.932)
H (1.169, -1.864, 0.176)
H (2.270, -2.467, 1.407)
H (3.611, -6.502, 0.091)
H (2.066, -6.008, -0.513)
H (2.915, -5.393, 2.375)
H (2.161, -6.907, 1.896)
H (1.277, -5.405, 1.712)
C (-3.426, 0.992, 1.031)
C (-3.946, 2.410, 1.208)
N (-4.991, 2.756, 0.267)
C (-5.297, 4.174, 0.243)
C (-5.896, 4.811, 1.505)
C (-6.129, 1.856, 0.235)
C (-6.918, 1.642, 1.535)
H (-3.080, 0.830, 0.011)
H (-2.585, 0.824, 1.707)
H (-4.183, 0.243, 1.267)
H (-3.113, 3.099, 1.044)
H (-4.259, 2.546, 2.257)
H (-5.965, 4.365, -0.601)
H (-4.369, 4.701, 0.003)
H (-6.945, 4.549, 1.636)
H (-5.847, 5.898, 1.421)
H (-5.353, 4.528, 2.406)
H (-5.778, 0.883, -0.115)
H (-6.811, 2.202, -0.546)
H (-6.263, 1.507, 2.396)
H (-7.528, 0.740, 1.448)
H (-7.596, 2.467, 1.746)

---

# 4
Formula: C3HO2S3
Source: OMol25
Level of theory: the ωB97M-V functional and the def2-TZVPD basis

**Kohn-Sham gap**: 0.2159 Eh
**Energy above the lowest of the compared OMol25 structures with the same formula, charge and spin**: 68.56 kcal/mol
**Total charge**: -1
**Calculated total energy**: -1459.90384 a.u.
**HOMO**: -0.0955 hartree

Geometry (Å):
C (-0.750, 1.602, 0.835)
C (-1.935, -1.325, -0.197)
C (1.015, 0.157, 0.050)
O (-2.049, -1.629, 0.916)
O (-1.917, -1.027, -1.323)
S (-1.352, 2.269, -0.420)
S (0.997, -1.417, -0.233)
S (2.431, 1.043, 0.139)
H (3.561, 0.327, 0.233)

---

# 5
Formula: C7H14O
Source: OMol25
Level of theory: the ωB97M-V functional and the def2-TZVPD basis

**Kohn-Sham gap**: 0.3701 Eh
**SMILES**: C=C(C)C(=C)CC.O
**Energy above the lowest of the compared OMol25 structures with the same formula, charge and spin**: 53.70 kcal/mol
**Calculated total energy**: -350.27389 a.u.
**HOMO**: -0.3400 hartree

Geometry (Å):
C (-2.006, -0.570, 0.064)
C (-0.855, -1.168, -0.215)
C (-0.654, -2.415, -1.024)
C (0.364, -0.735, 0.537)
C (0.671, -1.315, 1.696)
C (1.233, 0.376, -0.062)
C (0.516, 1.300, -1.088)
H (-2.085, 0.168, 0.849)
H (-2.918, -0.552, -0.537)
H (-1.280, -2.399, -1.921)
H (0.404, -2.614, -1.227)
H (-0.912, -3.346, -0.523)
H (1.633, -1.151, 2.164)
H (0.089, -2.074, 2.206)
H (2.190, -0.005, -0.409)
H (1.397, 1.120, 0.718)
H (0.945, 2.287, -0.931)
H (-0.559, 1.479, -1.120)
H (0.710, 1.046, -2.134)
O (0.166, 3.525, 1.282)
H (-0.124, 3.771, 0.399)
H (1.074, 3.272, 1.274)

---

# 6
Formula: C4H4CsO2
Source: OMol25
Level of theory: the ωB97M-V functional and the def2-TZVPD basis

**Kohn-Sham gap (spin up / spin down)**: 0.3635 / 0.2542 Eh
**Spin multiplicity**: 2
**Energy above the lowest of the compared OMol25 structures with the same formula, charge and spin**: 52.26 kcal/mol
**Total charge**: +2
**Expectation value of S²**: 0.76
**Calculated total energy**: -324.64336 a.u.
**HOMO (spin up / spin down)**: -0.6805 / -0.6770 hartree

Geometry (Å):
O (2.145, 2.319, -0.961)
C (1.620, 1.581, -0.125)
C (0.512, 1.020, 0.105)
C (-0.506, 0.158, 0.587)
C (-1.250, -0.691, -0.413)
H (-1.046, 0.474, 1.484)
H (-2.291, -0.900, -0.160)
H (-0.963, -0.660, -1.466)
H (1.419, 2.458, -1.712)
Cs (0.648, -4.520, 2.211)
O (-0.288, -1.238, 0.451)

---

# 7
Formula: C9H14
Source: OMol25
Level of theory: the ωB97M-V functional and the def2-TZVPD basis

**Kohn-Sham gap**: 0.3652 Eh
**SMILES**: Cc1ccccc1.CC
**Energy above the lowest of the compared OMol25 structures with the same formula, charge and spin**: 29.85 kcal/mol
**Calculated total energy**: -351.28262 a.u.
**HOMO**: -0.3279 hartree

Geometry (Å):
C (1.731, 2.085, -2.587)
C (1.393, 1.083, -1.612)
C (0.379, 1.243, -0.654)
C (0.125, 0.343, 0.348)
C (0.822, -0.903, 0.408)
C (1.905, -1.085, -0.526)
C (2.230, -0.028, -1.447)
H (2.822, 2.278, -2.701)
H (1.534, 3.067, -2.345)
H (1.369, 1.776, -3.644)
H (-0.257, 2.117, -0.716)
H (-0.563, 0.746, 1.065)
H (0.776, -1.673, 1.184)
H (2.600, -1.974, -0.396)
H (2.987, -0.112, -2.195)
C (-2.731, -1.178, 2.493)
C (-4.237, -1.355, 2.653)
H (-2.116, -2.010, 2.701)
H (-2.552, -1.053, 1.369)
H (-2.326, -0.353, 3.053)
H (-4.766, -0.342, 2.581)
H (-4.763, -1.992, 1.885)
H (-4.448, -1.702, 3.691)

---

# 8
Formula: C21H30N2O4S
Source: OMol25
Level of theory: the ωB97M-V functional and the def2-TZVPD basis

**Kohn-Sham gap**: 0.2994 Eh
**SMILES**: CC(C)OCCCNC(=S)N1CCC(C(=O)c2ccc3c(c2)OCCO3)CC1
**Energy above the lowest of the compared OMol25 structures with the same formula, charge and spin**: 17.50 kcal/mol
**Calculated total energy**: -1626.86707 a.u.
**HOMO**: -0.2871 hartree

Geometry (Å):
C (5.250, 3.485, 2.425)
C (4.903, 3.260, 0.956)
C (4.593, 4.585, 0.256)
O (3.777, 2.390, 0.922)
C (3.637, 1.618, -0.247)
C (4.452, 0.319, -0.193)
C (4.234, -0.542, -1.438)
N (2.856, -0.944, -1.585)
C (1.982, -0.329, -2.420)
S (2.532, 0.756, -3.551)
N (0.676, -0.688, -2.365)
C (0.073, -1.435, -1.283)
C (-0.439, -0.473, -0.206)
C (-1.485, 0.472, -0.819)
C (-2.776, -0.287, -1.105)
O (-3.207, -0.428, -2.228)
C (-3.482, -0.873, 0.062)
C (-3.337, -0.424, 1.376)
C (-4.064, -1.002, 2.393)
C (-4.939, -2.053, 2.135)
C (-5.064, -2.538, 0.826)
C (-4.353, -1.930, -0.194)
O (-5.868, -3.603, 0.523)
C (-6.280, -4.336, 1.655)
C (-6.734, -3.387, 2.762)
O (-5.659, -2.569, 3.173)
C (-0.925, 1.134, -2.084)
C (-0.324, 0.111, -3.049)
H (4.401, 3.933, 2.934)
H (6.108, 4.145, 2.512)
H (5.478, 2.537, 2.904)
H (5.756, 2.779, 0.453)
H (5.465, 5.233, 0.283)
H (3.765, 5.079, 0.757)
H (4.318, 4.416, -0.783)
H (3.909, 2.188, -1.143)
H (2.571, 1.383, -0.310)
H (5.514, 0.555, -0.115)
H (4.166, -0.235, 0.706)
H (4.852, -1.443, -1.378)
H (4.506, 0.017, -2.336)
H (2.493, -1.476, -0.810)
H (0.763, -2.169, -0.863)
H (-0.772, -1.990, -1.703)
H (-0.868, -1.038, 0.623)
H (0.397, 0.119, 0.176)
H (-1.724, 1.258, -0.094)
H (-2.685, 0.402, 1.611)
H (-3.983, -0.649, 3.409)
H (-4.473, -2.291, -1.204)
H (-7.095, -4.982, 1.326)
H (-5.448, -4.952, 2.025)
H (-7.062, -3.934, 3.647)
H (-7.556, -2.761, 2.389)
H (-1.722, 1.675, -2.595)
H (-0.148, 1.848, -1.801)
H (0.149, 0.619, -3.889)
H (-1.102, -0.555, -3.426)